1.
This record from the OMol25 dataset describes 2 unconnected molecules or ions with the total composition C6H11N2S2 at a distorted geometry. The level of theory is ωB97M-V/def2-TZVPD.

Structure (XYZ):
```
21
C6H11N2S2, DFT ωB97M-V/def2-TZVPD
S -1.4812 0.9840 -1.1770
S -2.0216 0.4234 0.7848
C -1.6833 -0.6774 -1.8904
C -2.3108 -1.3283 0.3875
C -1.4308 -1.7006 -0.7949
H -0.9634 -0.7591 -2.7273
H -2.7016 -0.7863 -2.3105
H -3.3808 -1.4907 0.1547
H -2.0726 -1.9097 1.2989
H -0.3648 -1.6860 -0.4970
H -1.6666 -2.7217 -1.1516
C 3.1628 1.4076 0.7340
C 2.3038 1.3752 -0.3323
C 1.1388 0.8944 1.5006
N 2.4127 1.1073 1.8441
N 1.0686 1.0566 0.1758
H 4.2311 1.6177 0.7858
H 2.4748 1.5514 -1.3943
H 0.3175 0.6384 2.1700
H 2.7692 1.0504 2.8152
H 0.1981 0.9533 -0.3763
```

Results
- calculated total energy (hartree) = -1140.891608
- net charge = +1
- ΔE to the lowest compared entry with this formula, charge and spin (eV) = 0.0000
- max |F| (eV/Å) = 1.446
- HOMO (hartree) = -0.437

2.
This record from the OMol25 dataset describes C17H21F3N4O5S2 in the gas phase at a distorted geometry. The level of theory is ωB97M-V/def2-TZVPD.

Structure (XYZ):
```
52
C17H21F3N4O5S2, DFT ωB97M-V/def2-TZVPD
C -0.7913 4.8464 3.1378
N -0.1054 3.9412 2.1596
C -0.9733 3.6514 0.9623
C -1.2781 2.0861 0.9047
C -0.5131 1.1639 -0.0625
N 0.5658 1.5473 -0.9800
C 1.6843 2.2967 -0.3260
C 0.0877 2.1715 -2.2257
C 0.8342 1.6800 -3.5805
O -0.8636 3.0056 -2.3041
C -0.9243 -0.3818 -0.0845
C -0.1572 -1.3466 -1.1395
C 1.3950 -1.5352 -0.7604
C 1.9701 -2.7985 -1.6081
O 2.4819 -3.8043 -0.6820
C 3.8253 -3.5245 -0.3030
C 4.9482 -4.6651 -0.5503
O 4.2065 -2.4631 0.2535
C -2.0219 -0.9917 0.8287
S -2.5229 -2.7600 0.8626
O -1.3979 -3.7323 0.5524
O -2.9680 -3.0928 2.2798
C -4.0343 -3.1075 -0.2237
F -4.6403 -4.2969 0.2444
F -3.5662 -3.2894 -1.5643
F -4.9914 -2.0655 -0.1640
C -2.7618 -0.0234 1.8394
N -3.7913 -0.2930 2.7946
S -4.2280 1.1303 3.6497
N -3.1547 2.2136 2.8487
C -2.3754 1.5085 1.8586
H -0.6756 5.9616 2.8443
H -1.9062 4.6332 3.2740
H -0.2309 4.7135 4.1424
H 0.0411 3.0301 2.6198
H -0.4977 3.9490 -0.0299
H -1.9669 4.2184 1.1124
H 2.7221 1.9531 -0.6689
H 1.5446 2.1850 0.8145
H 1.5899 3.4280 -0.5570
H 1.9584 1.6484 -3.2952
H 0.7333 2.4262 -4.4342
H 0.5623 0.6011 -3.8574
H -0.1752 -0.7493 -2.1333
H -0.7248 -2.3134 -1.3489
H 1.5863 -1.6637 0.3645
H 1.9552 -0.6128 -1.1786
H 1.0784 -3.2890 -2.1491
H 2.7466 -2.4236 -2.3551
H 4.8055 -5.5357 0.1908
H 5.9755 -4.2208 -0.3358
H 4.9395 -5.0104 -1.6374
```

Results
- calculated total energy (hartree) = -2351.239361
- net charge = 0
- SMILES = CNCc1c(N(C)C(C)=O)c(CCCOC(C)=O)c(S(=O)(=O)C(F)(F)F)c2nsnc12
- max |F| (eV/Å) = 7.635
- HOMO (hartree) = -0.338

3.
This record from the OMol25 dataset describes a molecular structure, C16H33CeO4P at a distorted geometry. The level of theory is ωB97M-V/def2-TZVPD.

Structure (XYZ):
```
55
C16H33CeO4P, DFT ωB97M-V/def2-TZVPD
Ce 0.2031 -0.3518 1.0216
C -2.0641 -0.1776 0.4746
O -3.2043 -0.0287 0.2465
C -0.1703 2.0063 1.2106
O -0.4139 3.1342 1.3933
C 2.6051 0.7158 1.0353
O 3.5850 1.3284 1.1120
C -1.4657 1.2168 -2.5220
P -0.0281 0.4974 -1.6262
H 0.5790 -1.4078 -3.0427
H -2.2979 0.5224 -2.3139
C 1.4597 1.1415 -2.5461
H 1.1713 1.0894 -3.6056
C -1.2921 1.2918 -4.0503
H -1.0004 0.3381 -4.5147
H -0.5553 2.0523 -4.3392
H -2.2498 1.5962 -4.5007
C -1.8268 2.5926 -1.9274
H -1.0917 3.3610 -2.2218
C 0.6814 -2.2322 -1.0622
H -1.9169 2.5676 -0.8306
H -2.8044 2.8675 -2.3555
C -1.4116 -1.9325 -2.4302
H -0.0301 -2.6209 -0.2853
H 1.0111 -3.1538 -1.5490
H 1.5799 -1.8185 -0.5694
C -0.0108 -1.3533 -2.1181
H -1.3606 -3.0252 -2.5335
H -1.8224 -1.5169 -3.3582
H -2.1342 -1.7269 -1.6370
C 2.7210 0.2848 -2.3649
H 3.0187 0.2476 -1.3093
H 3.5435 0.7707 -2.9113
H 2.6017 -0.7371 -2.7453
C 1.7386 2.6092 -2.1805
H 1.9145 2.7318 -1.1042
H 0.9359 3.2946 -2.4828
H 2.6660 2.9165 -2.6854
H -0.1060 -5.0763 -0.3441
H -0.1137 -5.1141 0.4025
C -1.7688 -1.0890 5.2303
C -1.4293 -0.2240 4.0420
O -0.3427 -0.7634 3.2378
C 0.8872 -1.1438 3.9136
C 1.5688 0.0462 4.5541
H -2.1323 -2.0609 4.8935
H -2.5639 -0.5597 5.7654
H -0.9309 -1.2693 5.9162
H -2.2791 -0.1476 3.3438
H -1.1183 0.7758 4.3465
H 0.6188 -1.9510 4.6050
H 1.5289 -1.5489 3.1096
H 0.9992 0.3583 5.4344
H 2.5688 -0.2521 4.8656
H 1.7491 0.9287 3.9131
```

Results
- calculated total energy (hartree) = -1745.011532
- net charge = +4
- max |F| (eV/Å) = 10.164
- HOMO (spin up / spin down) (hartree) = -0.868 / -0.868

4.
This record from the OMol25 dataset describes a molecular structure, C24H24N5OPdSbSe5 at a distorted geometry. The level of theory is ωB97M-V/def2-TZVPD.

Structure (XYZ):
```
61
C24H24N5OPdSbSe5, DFT ωB97M-V/def2-TZVPD
Pd 0.8132 -2.3696 -0.5807
Se 4.7479 -6.3652 -3.2111
Sb 3.3769 -6.9181 -1.3032
Se 1.3512 -4.5810 -2.4559
Se 2.6060 -4.1854 0.4862
Se 1.1534 -7.6000 -2.1987
Se -0.1377 1.9087 6.1137
N -0.7584 2.1514 4.4322
C -0.2659 1.1875 3.6890
C -0.5155 1.0345 2.2866
C -1.3643 1.8328 1.4532
C -1.4904 1.6055 0.1248
C -0.7002 0.5223 -0.5343
N 0.0158 -0.2989 0.3618
C 0.1050 -0.0323 1.6273
C 0.8995 -1.0285 2.3532
N 1.3174 -2.0454 1.6081
C 1.9868 -3.0617 2.1040
C 2.3794 -3.0134 3.4555
C 1.9673 -1.9519 4.2387
C 1.1830 -0.9260 3.7039
C 0.6083 0.2197 4.4067
N 0.7932 0.4298 5.6688
H -1.8967 2.6650 1.9025
H -2.0763 2.2813 -0.4802
H -1.1944 0.0605 -2.3848
H 2.4505 -5.2160 1.5464
H 2.9360 -3.8301 3.8972
H 2.2201 -1.9237 5.2931
O 0.5388 -3.0727 -2.6892
C 2.9445 3.4990 0.4095
C 1.9172 3.0743 -0.6058
C 1.4133 3.9730 -1.5469
C 0.4832 3.5674 -2.4895
C -0.0485 4.5210 -3.5278
C 0.0064 2.2595 -2.4270
C 0.4307 1.3084 -1.4972
C 1.4301 1.7796 -0.6189
N -1.3679 -0.3652 -1.4635
C -2.7404 -0.8657 -1.3512
C -3.8264 0.2041 -1.5395
C -2.8611 -1.9193 -2.4425
C -2.9143 -1.5154 0.0216
H 3.2102 4.5508 0.2895
H 3.8557 2.9050 0.3159
H 2.5672 3.3598 1.4246
H 1.7611 5.0030 -1.5464
H 0.4048 5.5080 -3.4238
H -1.1308 4.6390 -3.4373
H 0.1565 4.1603 -4.5380
H -0.7551 1.9892 -3.1650
H 1.8539 1.0683 0.0854
H -3.7355 0.6802 -2.5218
H -3.7664 0.9673 -0.7700
H -4.8213 -0.2501 -1.4823
H -2.7071 -1.4739 -3.4297
H -3.8540 -2.3770 -2.4191
H -2.0992 -2.6890 -2.3131
H -2.7955 -0.7781 0.8187
H -2.1586 -2.2914 0.1626
H -3.9028 -1.9712 0.1138
```

Results
- calculated total energy (hartree) = -13653.190199
- net charge = -2
- 2S+1 = 5
- ΔE to the lowest compared entry with this formula, charge and spin (eV) = 1.9062
- max |F| (eV/Å) = 3.711
- HOMO (spin up / spin down) (hartree) = -0.004 / -0.058

5.
This record from the OMol25 dataset describes a molecular structure, C3H31O14 at a distorted geometry. The level of theory is ωB97M-V/def2-TZVPD.

Structure (XYZ):
```
48
C3H31O14, DFT ωB97M-V/def2-TZVPD
C 0.9193 0.9216 -2.9942
O 1.8550 0.5563 -1.9658
C -0.4383 0.2568 -2.6866
C -0.8130 0.1985 -1.2098
O 0.1743 -0.2846 -0.4185
H 0.9155 2.0325 -2.8523
H 1.1477 0.6410 -4.0293
H -0.6116 -0.7248 -3.2221
H -1.2061 0.8539 -3.1224
H -0.8960 1.2894 -0.9368
H -1.6835 -0.3667 -0.9994
H 0.8908 -2.9305 2.4823
H 1.0278 3.8264 0.1199
H 2.1304 3.2717 0.9039
O 1.1260 3.5646 1.0975
H 2.6679 -1.0289 -1.9811
H 2.7737 -2.0311 -1.0108
O 2.8492 -1.9464 -1.9124
H 1.8578 -1.9023 2.2865
H 1.1458 -0.0030 -1.1924
O 1.8180 -2.8463 2.4838
H 1.6717 0.1009 1.2212
H 2.7561 1.1583 0.9983
O 2.6050 0.1492 1.2458
H -0.7524 -4.0631 -0.0682
H -1.9552 -4.4934 -0.7883
O -1.3016 -4.9327 -0.1881
H 2.3903 1.7581 -1.0430
H 3.8372 1.9620 -0.4258
O 2.9395 2.3237 -0.3756
H 0.6710 -3.1124 0.2345
H -0.1521 -1.7356 -0.1845
O -0.1517 -2.6255 0.4910
H -0.5225 1.8713 1.7962
H -0.4032 2.9094 0.7651
O -1.0663 2.3999 1.2485
H -1.0088 0.6052 1.2884
H -0.9424 -0.8662 1.4159
O -1.0980 -0.0938 1.9613
H -3.4494 -1.1969 3.5712
H -2.8883 -1.0432 2.1433
O -3.3788 -1.4734 2.7162
H -4.1136 -2.4213 1.3808
H -4.0836 -2.9071 0.0004
O -4.7252 -2.6451 0.6304
H -1.1105 4.5447 -0.0971
H -0.6372 5.1952 1.0907
O -0.7802 5.2837 0.1315
```

Results
- calculated total energy (hartree) = -1185.985451
- net charge = 0
- 2S+1 = 2
- max |F| (eV/Å) = 9.629
- HOMO (spin up / spin down) (hartree) = -0.395 / -0.395

6.
This record from the OMol25 dataset describes a molecular structure, C2H10B4NNiO5P at a distorted geometry. The level of theory is ωB97M-V/def2-TZVPD.

Structure (XYZ):
```
24
C2H10B4NNiO5P, DFT ωB97M-V/def2-TZVPD
C 0.3722 3.0126 -1.3603
N 0.1747 2.4393 -0.0372
C -0.3521 3.3427 0.9648
B -0.5872 1.1219 -0.1762
O -1.8441 1.2388 -0.4849
B 0.3069 -0.3539 -0.0383
O 1.4672 -0.4516 -0.6831
B 1.7233 -1.7605 -1.1112
O 0.5816 -2.5505 -1.2009
B 0.0362 -2.7020 0.0008
P -0.3785 -4.4265 0.7951
O -1.0669 -5.2870 -0.1503
O -0.2093 -1.4721 0.7312
H 0.8524 3.9734 -1.3129
H -0.5793 3.0517 -1.8891
H 1.0233 2.3585 -1.9311
H -0.0369 3.0148 1.9493
H 0.0057 4.3495 0.8306
H -1.4398 3.2997 0.9474
H -2.3672 0.4200 -0.4044
H 2.8061 -2.1839 -1.2709
H 0.8653 -4.9266 1.2340
H -1.1447 -4.1096 1.9497
Ni -0.2089 -1.3987 2.6478
```

Results
- calculated total energy (hartree) = -2461.762553
- net charge = +2
- 2S+1 = 3
- max |F| (eV/Å) = 2.914
- HOMO (spin up / spin down) (hartree) = -0.598 / -0.598